Density functional theory data (the ωB97M-V functional and the def2-TZVPD basis) for 3 unconnected molecules or ions with the total composition C10H15BrN2O2 at a distorted geometry.

Values from the calculation:
HOMO in eV: -7.41
Largest force on an atom in Eh/bohr: 0.1146
Multiplicity: 1
Energy in hartree: -3223.98320
Molar mass in g/mol: 275.15
HOMO-LUMO gap in eV: 7.1
Energy relative to the best compared isomer or geometry (same formula, charge and spin) in kJ/mol: 64.3
E_LUMO in eV: -0.3

XYZ file:
```
30
C10H15BrN2O2 | the Open Molecules 2025 dataset | the ωB97M-V functional and the def2-TZVPD basis
C -0.708 -2.787 -2.008
C 0.375 -1.963 -2.390
C -1.361 -2.508 -0.772
C -3.800 0.794 -0.231
C 0.862 -1.002 -1.571
C -0.131 -0.689 -0.232
C 0.850 -0.643 2.686
C 0.246 2.925 0.327
C 1.460 0.154 1.444
C 0.356 1.543 -0.383
N -1.062 -1.511 0.125
N 0.293 0.477 0.579
O -4.915 0.541 -0.260
O -2.689 1.121 -0.209
Br 3.767 1.321 -1.028
H -1.091 -3.444 -2.804
H 1.084 -2.240 -3.116
H -2.174 -3.159 -0.437
H 1.791 -0.392 -1.760
H 1.517 -1.244 3.376
H 0.225 -0.001 3.286
H 0.180 -1.380 2.342
H -0.300 2.880 1.303
H 1.253 3.229 0.567
H -0.214 3.685 -0.388
H 2.096 -0.385 0.784
H 1.847 1.106 1.496
H 1.282 1.496 -1.016
H -0.554 1.461 -0.956
H -0.486 0.616 1.245
```

Here are the Löwdin charges for atoms 1 to 8, given in e:
1. C -0.04
2. C -0.11
3. C -0.11
4. C -0.40
5. C 0.07
6. C -0.19
7. C -0.02
8. C -0.05


Density functional theory data (the ωB97M-V functional and the def2-TZVPD basis) for C5H8O in the gas phase at a distorted geometry.

Values from the calculation:
HOMO in eV: -9.90
Largest force on an atom in Eh/bohr: 0.0212
SMILES: C#CCCCO
Multiplicity: 1
Energy in hartree: -270.47845
Molar mass in g/mol: 84.12
HOMO-LUMO gap in eV: 10.9
Energy relative to the best compared isomer or geometry (same formula, charge and spin) in kJ/mol: 208.6
E_LUMO in eV: 1.0

XYZ file:
```
14
C5H8O | the Open Molecules 2025 dataset | the ωB97M-V functional and the def2-TZVPD basis
C -1.350 -1.277 2.035
C -0.551 -1.278 1.127
C 0.368 -1.253 -0.008
C 0.184 -0.029 -0.909
C 0.523 1.282 -0.207
O 0.370 2.379 -1.074
H -2.079 -1.362 2.824
H 0.221 -2.157 -0.593
H 1.406 -1.288 0.347
H 0.840 -0.105 -1.788
H -0.869 -0.018 -1.247
H -0.072 1.392 0.717
H 1.571 1.263 0.088
H -0.564 2.451 -1.313
```

Here are the Löwdin charges for atoms 1 to 8, given in e:
1. C 0.11
2. C -0.16
3. C -0.23
4. C -0.20
5. C -0.29
6. O -0.07
7. H 0.03
8. H 0.11


Density functional theory data (the ωB97M-V functional and the def2-TZVPD basis) for 12 unconnected molecules or ions with the total composition C48H60N12 at a distorted geometry.

Values from the calculation:
HOMO in eV: -7.00
Largest force on an atom in Eh/bohr: 0.3338
SMILES: c1cc[nH]c1.c1cc[nH]c1.c1cc[nH]c1.c1cc[nH]c1.c1cc[nH]c1.c1cc[nH]c1.c1cc[nH]c1.c1cc[nH]c1.c1cc[nH]c1.c1cc[nH]c1.c1cc[nH]c1.c1cc[nH]c1
Multiplicity: 1
Energy in hartree: -2520.93541
Molar mass in g/mol: 805.09
HOMO-LUMO gap in eV: 7.4
Energy relative to the best compared isomer or geometry (same formula, charge and spin) in kJ/mol: 2825.3
E_LUMO in eV: 0.4

XYZ file:
```
120
C48H60N12 | the Open Molecules 2025 dataset | the ωB97M-V functional and the def2-TZVPD basis
C 37.278 18.112 5.243
C 36.807 16.638 5.379
C 35.343 16.661 5.824
N 34.976 17.950 5.830
C 36.011 18.870 5.602
H 38.346 18.441 5.086
H 37.306 15.754 5.497
H 34.647 15.723 6.082
H 34.006 18.214 5.942
H 35.899 20.078 5.591
C 39.098 9.099 9.172
C 39.193 9.486 7.718
C 39.192 8.144 6.977
N 39.201 7.182 7.988
C 39.218 7.690 9.239
H 39.090 9.629 10.054
H 39.172 10.546 7.153
H 39.348 7.787 5.959
H 39.238 6.004 7.674
H 38.775 7.130 10.253
C 37.086 13.128 4.037
C 38.217 12.106 4.156
C 37.590 11.138 5.124
N 36.377 11.522 5.401
C 35.860 12.630 4.791
H 36.961 14.065 3.472
H 39.221 12.079 3.924
H 37.941 10.158 5.277
H 35.668 11.042 5.989
H 34.854 13.074 4.576
C 39.888 15.737 12.887
C 40.372 16.441 11.656
C 41.892 16.176 11.573
N 42.247 15.322 12.658
C 41.137 15.014 13.492
H 38.840 15.706 13.152
H 39.819 17.150 10.972
H 42.669 16.127 10.821
H 43.201 14.847 12.954
H 41.063 14.401 14.387
C 42.493 12.943 6.222
C 43.772 12.661 5.549
C 44.030 11.062 5.823
N 42.999 10.627 6.733
C 42.056 11.675 6.819
H 41.810 13.889 6.013
H 44.270 13.026 4.530
H 44.756 10.197 5.496
H 42.758 9.728 7.157
H 40.966 11.504 7.413
C 36.063 17.658 11.119
C 36.860 16.445 10.686
C 36.698 16.207 9.148
N 36.037 17.443 8.708
C 35.437 18.197 9.712
H 35.722 18.164 11.954
H 37.432 15.976 11.346
H 37.306 15.443 8.626
H 36.001 17.540 7.887
H 34.547 18.828 9.657
C 40.943 11.461 12.966
C 41.447 11.836 11.500
C 42.892 11.325 11.259
N 43.207 10.889 12.595
C 42.153 10.764 13.548
H 40.129 11.790 13.450
H 40.760 12.226 10.749
H 43.431 11.312 10.316
H 44.172 10.448 12.897
H 42.564 10.436 14.660
C 41.443 18.540 7.770
C 42.348 19.704 8.072
C 41.764 20.383 9.350
N 40.512 19.662 9.496
C 40.351 18.586 8.813
H 41.385 17.789 7.043
H 43.187 19.902 7.665
H 42.249 21.145 9.983
H 39.893 19.874 10.207
H 39.347 17.986 8.737
C 37.484 11.257 12.439
C 36.253 10.498 12.923
C 35.126 11.368 12.272
N 35.642 12.311 11.440
C 36.968 12.388 11.596
H 38.395 11.134 12.668
H 36.141 9.433 13.398
H 34.107 11.104 12.295
H 35.191 12.896 10.949
H 37.280 13.279 11.167
C 40.978 14.587 3.689
C 40.102 14.602 2.487
C 39.768 16.047 2.340
N 40.437 16.774 3.319
C 41.322 16.027 4.035
H 41.338 13.835 4.080
H 39.733 13.725 1.768
H 39.386 16.413 1.585
H 40.580 17.746 3.122
H 41.953 16.536 4.819
C 34.487 12.417 8.144
C 33.409 12.134 7.202
C 33.642 10.654 6.767
N 34.570 10.111 7.596
C 35.091 11.066 8.492
H 34.731 13.542 8.424
H 32.820 12.865 6.817
H 33.022 10.094 6.033
H 34.784 9.203 7.491
H 35.930 10.870 9.264
C 40.310 14.827 8.298
C 39.768 13.866 9.260
C 38.770 12.984 8.385
N 38.763 13.448 7.184
C 39.592 14.514 6.990
H 41.020 15.612 8.405
H 39.837 14.121 10.310
H 38.089 12.194 8.654
H 38.151 13.012 6.334
H 39.739 15.133 6.070
```

Here are the Löwdin charges for atoms 1 to 8, given in e:
1. C -0.04
2. C -0.05
3. C -0.15
4. N -0.08
5. C -0.13
6. H 0.08
7. H 0.00
8. H 0.14